ORCA calculation (the ωB97M-V functional and the def2-TZVPD basis) on a structure of composition C11H14BN7SW.

Structure (ORCA input):
```
! wB97M-V def2-TZVPD RIJCOSX def2/J DEFGRID3
* xyz 2 3
H -0.019 -0.006 3.128
N -0.802 -1.097 1.484
B -2.177 -2.655 -0.032
N -1.783 -2.088 1.363
C -2.181 -2.433 2.589
W 0.069 -0.539 -0.223
H -2.897 -3.226 2.694
C -1.517 -1.645 3.537
H -1.650 -1.685 4.604
C -0.678 -0.802 2.823
H -3.123 -3.390 0.072
C 2.975 1.035 -2.290
H 3.736 1.824 -2.300
H 2.039 1.407 -2.714
H 3.345 0.163 -2.841
N -0.899 -3.300 -0.589
N -2.518 -1.479 -1.002
N 0.274 -2.573 -0.777
N -1.677 -0.369 -1.185
C -0.698 -4.565 -0.961
C -3.549 -1.354 -1.833
H -1.514 -5.258 -0.880
H -4.267 -2.147 -1.887
C 0.622 -4.706 -1.386
C -3.458 -0.138 -2.512
C 1.205 -3.443 -1.262
C -2.292 0.481 -2.080
H 1.090 -5.609 -1.735
H -4.158 0.259 -3.217
H 2.193 -3.061 -1.474
H -1.831 1.444 -2.276
H 2.763 0.756 -1.251
S 0.479 1.597 0.325
C 1.385 2.890 0.791
N 1.957 3.870 1.120
*
```

Properties
<S²>	2.029
lowest unoccupied orbital energy (alpha / beta)	-9.8 / -9.1	eV
Kohn-Sham gap (alpha / beta)	5.99 / 7.58	eV
electronic energy	-1300.35364	Ha
strongest force on any atom	3.44	eV/A
highest occupied orbital energy (alpha / beta)	-15.8 / -16.7	eV